1.
Here is C3H3ClI2O as an isolated structure from the Open Molecules 2025 dataset. Energies are from ωB97M-V with the def2-TZVPD basis set.

The geometry in XYZ format:
```
10
Properties=species:S:1:pos:R:3:nbo_charge:R:1
C 0.66345 0.26508 0.04756 -0.224
C 1.24187 -0.96028 -0.00019 -0.285
C -0.80017 0.75805 0.06567 -0.113
O -1.72413 -0.32127 0.30473 -0.737
Cl 2.93255 -1.23037 -0.25967 0.059
I 1.96684 1.88878 0.08647 0.167
I 0.10224 -2.66103 0.14478 0.236
H -0.89437 1.57797 0.88343 0.202
H -1.21504 1.27763 -0.77522 0.208
H -2.27324 -0.59454 -0.49757 0.487
```

Results
- 2S+1 = 1
- ΔE to the lowest compared entry with this formula, charge and spin (kcal per mole) = 26.5
- net charge = 0

=====

2.
Here is C3H3ClIN as an isolated structure from the Open Molecules 2025 dataset. Energies are from ωB97M-V with the def2-TZVPD basis set.

The geometry in XYZ format:
```
9
Properties=species:S:1:pos:R:3:nbo_charge:R:1
C 0.71306 1.55967 -0.19523 0.179
C -0.47310 -0.72395 0.52537 -0.491
C 0.34886 -0.33396 -0.62547 -0.113
N 0.74748 2.63587 0.17133 -0.393
Cl 1.93343 -1.02389 -0.41417 0.040
I -2.45564 0.23918 0.13329 0.066
H -0.66518 -1.75792 0.56564 0.241
H -0.18785 -0.36704 1.42924 0.241
H 0.03893 -0.22795 -1.59001 0.230
```

Results
- 2S+1 = 1
- ΔE to the lowest compared entry with this formula, charge and spin (kcal per mole) = 46.6
- net charge = 0

=====

3.
Here is C3H3ClIN3 in the gas phase from the Open Molecules 2025 dataset. Energies are from ωB97M-V with the def2-TZVPD basis set.

The geometry in XYZ format:
```
11
Properties=species:S:1:pos:R:3:nbo_charge:R:1
C 1.34749 -1.03968 0.06532 -0.059
C 1.63675 0.30834 0.06267 -0.051
C -1.92983 0.38911 0.00092 -0.388
N -0.19823 -1.12202 -0.12886 -0.226
N 0.51055 1.01244 0.00899 -0.284
N -0.48636 0.15523 -0.09423 0.056
Cl 2.28705 -2.39332 0.24822 0.104
I 3.46690 1.40705 -0.05670 0.186
H -2.13645 1.39777 -0.26342 0.221
H -2.20636 -0.21865 -0.76134 0.224
H -2.29153 0.10373 0.91843 0.218
```

Results
- 2S+1 = 1
- SMILES = Cn1nc(Cl)c(I)n1
- ΔE to the lowest compared entry with this formula, charge and spin (kcal per mole) = 18.3
- net charge = 0

=====

4.
Here is C3H3ClN2 in the gas phase from the Open Molecules 2025 dataset. Energies are from ωB97M-V with the def2-TZVPD basis set.

The geometry in XYZ format:
```
9
Properties=species:S:1:pos:R:3:nbo_charge:R:1
C 2.00692 -1.34847 -0.04657 0.232
C 0.18882 -0.19851 0.32546 0.151
C 1.63909 -0.04145 -0.53068 -0.358
N 2.33467 -2.39682 0.29800 -0.272
N -0.92062 -0.19274 -0.26354 -0.598
Cl 2.55652 1.32506 0.01982 0.043
H 0.20093 -0.09472 1.37442 0.174
H 1.40094 0.06801 -1.54792 0.269
H -1.72405 -0.04875 0.34035 0.359
```

Results
- 2S+1 = 1
- SMILES = [H]/N=C/[C@@H](Cl)C#N
- ΔE to the lowest compared entry with this formula, charge and spin (kcal per mole) = 42.1
- net charge = 0

=====

5.
Here is C3H3ClN2O2 in the gas phase from the Open Molecules 2025 dataset. Energies are from ωB97M-V with the def2-TZVPD basis set.

The geometry in XYZ format:
```
11
Properties=species:S:1:pos:R:3:nbo_charge:R:1
C 1.09192 -0.05277 -0.11511 0.373
C -1.03798 0.36579 -0.70905 0.728
C -0.16814 -0.10658 0.34423 -0.362
H 2.98719 -0.74721 -0.12568 0.403
H 2.18460 -0.72916 1.36797 0.402
H 1.74049 1.13204 -1.66334 0.382
N 2.29304 -0.28260 0.46946 -0.792
N 1.13145 0.32655 -1.45425 -0.296
O -0.16939 0.66690 -1.84361 -0.356
O -2.21805 0.51555 -0.81574 -0.550
Cl -0.65288 -0.62715 1.85111 0.070
```

Results
- 2S+1 = 1
- SMILES = Nc1[nH]oc(=O)c1Cl
- ΔE to the lowest compared entry with this formula, charge and spin (kcal per mole) = 30.8
- net charge = 0

=====

6.
Here is C3H3ClN2OS in the gas phase from the Open Molecules 2025 dataset. Energies are from ωB97M-V with the def2-TZVPD basis set.

The geometry in XYZ format:
```
11
Properties=species:S:1:pos:R:3:nbo_charge:R:1
C 0.60821 0.72156 0.04818 -0.126
C -0.77707 -1.07174 -0.23992 0.671
C 1.28287 -0.41784 0.27624 0.205
H 0.66162 2.71377 1.24406 0.134
H -1.35815 0.88780 -0.75656 0.421
H -2.52768 -1.43965 -0.72966 0.344
N -0.72009 0.32191 -0.21640 -0.622
N -1.68573 -1.90535 -0.52317 -0.723
O 0.48246 -1.50421 0.12663 -0.438
S 1.14338 2.38298 0.04013 0.051
Cl 2.89018 -0.68922 0.73046 0.084
```

Results
- 2S+1 = 1
- SMILES = [H]/N=c1\[nH]c(S)c(Cl)o1
- ΔE to the lowest compared entry with this formula, charge and spin (kcal per mole) = 8.3
- net charge = 0

=====

| no. | LUMO level (eV) | E (eV) |
| --- | --- | --- |
| 1 | 0.12 | -33929.0140 |
| 2 | -0.44 | -25270.0917 |
| 3 | 0.24 | -28250.6206 |
| 4 | 0.39 | -18660.1628 |
| 5 | 0.47 | -22755.9551 |
| 6 | 0.43 | -31544.1723 |